308
Properties=species:S:1:pos:R:3 method="wB97M-V/def2-TZVPD" relative_energy_kcal_mol=30.75 total_energy_ha=-5583.643375 spin_multiplicity=1 homo_lumo_gap_ev=8.68 homo_energy_ha=-0.299
C -0.08 -1.11 -2.78
C 0.21 0.15 -1.95
C 0.38 -0.06 -0.45
O -0.82 -0.76 -0.01
C -0.72 -1.44 1.20
N 1.28 0.95 -2.50
H 0.52 -2.04 -2.41
H 0.24 -0.96 -3.84
H -1.15 -1.36 -2.74
H -0.83 0.64 -2.01
H 0.54 0.99 0.00
H 1.21 -0.77 -0.29
H -1.57 -2.12 1.23
H -0.70 -0.75 2.07
H 0.27 -2.08 1.33
H 1.16 1.92 -2.15
H 1.00 1.15 -3.51
C 1.73 -4.78 -6.63
C 0.43 -4.50 -5.90
C -0.09 -5.62 -5.05
O -0.42 -6.74 -5.83
C -1.50 -7.56 -5.24
N 0.59 -3.34 -5.07
H 1.63 -5.47 -7.45
H 2.45 -5.12 -5.91
H 2.01 -3.86 -7.02
H -0.28 -4.27 -6.63
H -0.98 -5.25 -4.52
H 0.72 -5.99 -4.33
H -1.14 -8.02 -4.36
H -1.87 -8.23 -6.01
H -2.31 -6.88 -4.90
H 1.18 -3.60 -4.31
H -0.29 -3.11 -4.61
C 2.42 -0.14 2.37
C 3.13 -1.46 2.28
C 3.91 -1.65 1.01
O 3.10 -2.00 -0.08
C 2.77 -3.39 -0.07
N 3.87 -1.73 3.48
H 3.17 0.67 2.42
H 1.90 -0.06 3.28
H 1.78 0.01 1.50
H 2.39 -2.28 2.14
H 4.72 -2.40 1.00
H 4.43 -0.72 0.70
H 3.67 -4.00 -0.32
H 1.99 -3.38 -0.82
H 2.23 -3.71 0.85
H 4.27 -2.63 3.39
H 4.67 -1.13 3.39
C -4.23 -0.38 -3.58
C -4.28 0.52 -2.36
C -3.81 -0.25 -1.17
O -4.70 -1.45 -1.01
C -4.57 -1.86 0.31
N -3.38 1.69 -2.53
H -3.41 -1.07 -3.38
H -4.13 0.16 -4.47
H -5.15 -0.94 -3.71
H -5.33 0.87 -2.20
H -4.04 0.32 -0.25
H -2.71 -0.58 -1.09
H -4.63 -1.03 0.98
H -3.55 -2.25 0.53
H -5.19 -2.68 0.50
H -3.67 2.40 -3.22
H -3.37 2.16 -1.64
C -6.65 8.47 1.99
O -6.08 7.18 2.13
C -6.05 6.78 3.52
C -5.40 5.37 3.62
N -3.93 5.51 3.70
C -3.25 4.26 3.40
C -1.81 4.39 3.69
O -1.21 3.10 3.68
C -0.08 2.82 4.41
H -7.02 8.57 0.96
H -5.98 9.28 2.29
H -7.61 8.60 2.59
H -6.96 6.76 4.01
H -5.31 7.46 3.93
H -5.54 4.79 2.70
H -5.76 4.81 4.42
H -3.78 5.73 4.66
H -3.48 4.04 2.38
H -3.63 3.37 3.95
H -1.64 5.01 4.64
H -1.27 5.06 2.98
H -0.42 2.84 5.46
H 0.76 3.53 4.23
H 0.27 1.80 4.19
C 4.52 -5.26 4.29
O 4.25 -5.07 2.91
C 3.22 -6.02 2.58
C 1.97 -5.94 3.41
N 1.45 -4.63 3.53
C 0.44 -4.52 4.61
C -0.36 -3.20 4.47
O 0.57 -1.97 4.38
C 0.98 -1.45 5.61
H 4.84 -6.22 4.44
H 3.68 -5.20 5.02
H 5.26 -4.55 4.60
H 3.60 -7.06 2.66
H 3.05 -5.91 1.53
H 2.26 -6.40 4.41
H 1.23 -6.69 3.01
H 2.19 -3.93 3.65
H 0.83 -4.55 5.64
H -0.31 -5.39 4.40
H -1.08 -3.06 5.21
H -0.87 -3.11 3.54
H 0.19 -0.93 6.10
H 1.73 -0.62 5.47
H 1.29 -2.24 6.31
C 4.68 1.89 -0.84
O 5.74 1.07 -0.44
C 6.09 -0.14 -1.27
C 7.42 -0.41 -0.53
N 7.98 -1.72 -0.84
C 8.37 -2.54 0.35
C 8.97 -1.76 1.49
O 10.08 -0.96 1.02
C 10.71 -0.31 2.15
H 4.26 2.50 0.05
H 3.89 1.29 -1.22
H 5.02 2.69 -1.58
H 6.19 0.13 -2.30
H 5.28 -0.94 -1.16
H 7.15 -0.30 0.49
H 8.09 0.41 -0.65
H 8.74 -1.70 -1.49
H 8.96 -3.41 0.02
H 7.46 -3.06 0.63
H 9.29 -2.46 2.26
H 8.16 -1.09 1.86
H 10.07 0.47 2.61
H 11.62 0.13 1.75
H 11.03 -0.98 2.94
C -5.71 3.27 -5.51
O -5.24 3.73 -4.21
C -4.93 5.10 -4.20
C -4.06 5.35 -2.98
N -4.76 5.14 -1.78
C -4.02 5.46 -0.48
C -2.63 4.89 -0.34
O -2.65 3.50 -0.22
C -1.31 3.03 0.09
H -5.72 2.18 -5.50
H -4.98 3.58 -6.25
H -6.73 3.64 -5.70
H -5.72 5.77 -4.00
H -4.34 5.39 -5.11
H -3.65 6.38 -3.10
H -3.17 4.71 -3.09
H -4.98 4.17 -1.75
H -4.73 5.14 0.35
H -4.03 6.57 -0.43
H -2.19 5.30 0.66
H -1.96 5.23 -1.18
H -1.35 2.09 0.50
H -0.83 3.80 0.71
H -0.73 2.87 -0.82
C 4.33 6.97 -2.49
O 3.27 6.70 -1.63
C 3.60 6.16 -0.39
C 2.33 5.28 0.03
N 1.07 6.01 0.14
C 1.11 7.14 1.01
C -0.28 7.67 1.29
O -0.96 7.96 0.08
C -2.27 8.39 0.39
H 4.71 6.14 -3.05
H 5.17 7.48 -1.97
H 3.99 7.69 -3.15
H 3.82 6.94 0.37
H 4.45 5.46 -0.51
H 2.57 4.73 0.96
H 2.25 4.52 -0.75
H 0.70 6.27 -0.74
H 1.70 7.92 0.53
H 1.70 7.03 1.92
H -0.27 8.58 1.86
H -0.87 6.89 1.83
H -2.75 7.70 1.13
H -2.87 8.47 -0.54
H -2.25 9.30 0.93
C 4.94 -4.26 -4.81
O 4.48 -2.93 -5.01
C 4.13 -2.27 -3.80
C 3.90 -0.82 -4.15
N 5.09 -0.29 -4.75
C 4.91 1.07 -5.23
C 6.08 1.54 -6.06
O 6.41 0.50 -7.05
C 5.76 0.75 -8.28
H 4.12 -4.74 -4.23
H 5.85 -4.12 -4.19
H 5.10 -4.66 -5.79
H 4.96 -2.32 -3.10
H 3.28 -2.81 -3.34
H 3.77 -0.21 -3.24
H 2.93 -0.75 -4.73
H 5.42 -0.90 -5.48
H 4.78 1.76 -4.36
H 3.98 1.12 -5.81
H 6.97 1.63 -5.44
H 5.94 2.50 -6.56
H 4.68 0.88 -8.02
H 5.87 -0.10 -8.97
H 6.10 1.62 -8.83
C 2.04 -6.68 -1.92
O 1.07 -5.91 -1.26
C 0.22 -6.38 -0.30
C -0.86 -5.36 -0.16
N -1.52 -5.31 -1.47
C -2.53 -4.28 -1.48
C -3.21 -4.12 -2.85
O -2.26 -3.67 -3.82
C -2.80 -3.28 -5.11
H 2.80 -7.13 -1.23
H 2.57 -6.08 -2.65
H 1.48 -7.54 -2.35
H 0.73 -6.64 0.64
H -0.15 -7.38 -0.71
H -0.53 -4.34 0.14
H -1.58 -5.70 0.53
H -0.85 -5.19 -2.23
H -2.20 -3.37 -1.00
H -3.39 -4.55 -0.82
H -3.97 -3.33 -2.75
H -3.52 -5.12 -3.07
H -2.28 -3.75 -5.92
H -2.58 -2.20 -5.21
H -3.88 -3.45 -5.08
C 2.20 4.41 -3.67
O 1.05 3.91 -3.11
C -0.15 4.33 -3.74
C -0.42 3.48 -4.94
N -0.91 2.13 -4.61
C -1.32 1.34 -5.76
C -0.25 0.61 -6.58
O -0.93 -0.12 -7.58
C -0.34 -1.39 -8.02
H 2.10 5.51 -3.71
H 2.45 4.03 -4.69
H 3.04 4.13 -3.06
H -0.10 5.33 -4.14
H -0.92 4.23 -2.93
H 0.54 3.41 -5.46
H -1.19 3.99 -5.55
H -1.56 2.05 -3.80
H -1.92 1.96 -6.51
H -2.19 0.67 -5.38
H 0.40 -0.06 -6.03
H 0.38 1.31 -7.11
H 0.13 -1.93 -7.23
H 0.35 -1.17 -8.83
H -1.19 -1.99 -8.48
C -2.85 -5.64 3.23
O -3.40 -4.89 4.36
C -4.05 -5.73 5.35
C -4.46 -4.85 6.50
N -3.35 -4.44 7.37
C -3.86 -3.47 8.33
C -2.74 -2.93 9.23
O -1.81 -2.27 8.43
C -0.92 -1.45 9.15
H -2.77 -4.88 2.46
H -3.47 -6.53 3.11
H -1.80 -5.93 3.40
H -3.28 -6.44 5.60
H -4.93 -6.19 4.95
H -5.07 -5.62 7.03
H -5.11 -3.99 6.17
H -2.72 -3.92 6.80
H -4.53 -3.95 9.00
H -4.35 -2.62 7.82
H -2.19 -3.76 9.71
H -3.12 -2.22 10.00
H -0.45 -0.78 8.43
H -0.09 -2.05 9.68
H -1.44 -0.76 9.82
C -3.20 1.00 2.34
O -3.93 0.34 3.40
C -3.36 -0.79 4.04
C -4.20 -1.06 5.29
N -4.50 0.18 6.08
C -3.26 0.98 6.48
C -3.61 2.27 7.17
O -4.40 3.09 6.38
C -4.24 4.49 6.74
H -2.84 0.30 1.54
H -2.20 1.44 2.64
H -3.87 1.80 2.01
H -2.31 -0.61 4.17
H -3.45 -1.71 3.39
H -3.66 -1.73 5.93
H -5.12 -1.56 5.06
H -5.00 0.77 5.45
H -2.67 1.18 5.61
H -2.76 0.35 7.22
H -2.67 2.74 7.54
H -4.25 2.05 8.10
H -4.75 5.11 6.02
H -3.14 4.71 6.69
H -4.66 4.64 7.79